Entry 1:
Molecular formula: C36H43N10O2PS
Method: DFT, wB97M-V/def2-TZVPD

Positions of all 93 atoms, in Å:
N: -3.886 -0.136 -0.735
P: -3.803 -1.598 -0.125
C: -2.209 -1.895 0.768
C: -1.106 -1.169 0.416
C: 0.092 -1.406 1.156
N: 1.279 -0.781 1.003
S: 2.281 -1.403 2.091
N: 1.371 -2.528 2.850
C: 0.196 -2.392 2.227
C: -0.984 -3.143 2.555
C: -2.109 -2.879 1.847
C: -3.390 -3.657 2.233
C: -4.062 -2.839 3.347
O: -3.605 -2.877 4.468
O: -5.126 -2.048 3.079
H: -3.048 0.390 -0.502
H: -4.901 -1.778 0.754
H: -3.903 -2.630 -1.102
H: -1.126 -0.418 -0.378
H: -1.012 -3.900 3.342
H: -4.046 -3.834 1.366
H: -3.111 -4.651 2.608
H: -5.325 -1.547 3.886
N: 4.009 -2.104 -2.366
C: 3.281 -2.548 -1.294
C: 3.351 -3.916 -1.275
C: 4.157 -4.314 -2.376
C: 4.549 -3.175 -3.028
H: 4.129 -1.143 -2.627
H: 2.778 -1.854 -0.642
H: 2.878 -4.561 -0.552
H: 4.419 -5.321 -2.657
H: 5.162 -3.032 -3.902
N: -3.195 2.445 1.670
C: -2.112 2.255 2.486
C: -1.883 3.425 3.163
C: -2.871 4.355 2.744
C: -3.666 3.719 1.826
H: -3.583 1.749 1.053
H: -1.599 1.308 2.512
H: -1.096 3.594 3.880
H: -2.985 5.374 3.078
H: -4.522 4.062 1.270
N: -0.675 5.387 -0.733
C: -0.401 6.016 -1.918
C: -1.325 5.598 -2.840
C: -2.194 4.685 -2.183
C: -1.768 4.579 -0.885
H: -0.156 5.500 0.118
H: 0.425 6.702 -2.002
H: -1.374 5.913 -3.869
H: -3.035 4.167 -2.614
H: -2.145 4.000 -0.058
N: 4.379 1.136 -4.451
C: 5.658 1.416 -4.044
C: 6.427 1.584 -5.164
C: 5.580 1.405 -6.290
C: 4.324 1.133 -5.819
H: 3.602 0.963 -3.841
H: 5.908 1.469 -2.997
H: 7.480 1.812 -5.175
H: 5.862 1.469 -7.328
H: 3.400 0.936 -6.335
N: -3.753 -5.280 -2.348
C: -3.129 -5.705 -1.205
C: -3.725 -6.874 -0.811
C: -4.744 -7.168 -1.755
C: -4.735 -6.169 -2.691
H: -3.525 -4.445 -2.857
H: -2.318 -5.140 -0.773
H: -3.458 -7.455 0.057
H: -5.408 -8.017 -1.747
H: -5.340 -6.013 -3.568
N: -4.397 8.010 3.885
C: -3.677 8.812 4.730
C: -3.951 8.423 6.014
C: -4.868 7.340 5.942
C: -5.121 7.108 4.617
H: -4.393 8.073 2.883
H: -3.037 9.587 4.344
H: -3.539 8.865 6.907
H: -5.292 6.795 6.769
H: -5.752 6.382 4.131
N: 7.374 -3.172 -0.689
C: 7.997 -4.361 -0.946
C: 9.283 -4.274 -0.480
C: 9.440 -2.982 0.086
C: 8.244 -2.328 -0.057
H: 6.421 -2.954 -0.929
H: 7.473 -5.164 -1.438
H: 10.027 -5.051 -0.537
H: 10.328 -2.579 0.545
H: 7.939 -1.337 0.236

=====

Entry 2:
Molecular formula: C2H10NO2S
Method: DFT, wB97M-V/def2-TZVPD

Computed properties:
ΔE to the lowest compared entry with this formula, charge and spin (kcal/mol): 39.6
Charge: -1

Positions of all 16 atoms, in Å:
C: 1.420 -0.044 -0.224
C: 0.373 1.134 -0.357
S: -1.281 0.816 0.331
N: 0.834 -1.262 -0.538
H: 1.977 -0.134 0.826
H: 2.176 0.218 -1.026
H: 0.230 1.397 -1.427
H: 1.112 1.935 -0.391
H: 0.138 -0.968 -1.186
H: 0.192 -1.382 0.286
H: 2.607 -2.254 -1.142
H: 3.637 -1.235 -0.732
O: 3.539 -2.069 -1.303
H: -3.030 1.211 1.072
H: -3.774 -0.040 1.620
O: -3.711 0.880 1.810

=====

Entry 3:
Molecular formula: C24H40F16NO2P
Method: DFT, wB97M-V/def2-TZVPD

Computed properties:
SMILES: FC(F)C(F)(F)COC(F)(F)C(F)F.FC(F)C(F)(F)COC(F)(F)C(F)F.CCCCCCCCCCPCCCCN

Positions of all 84 atoms, in Å:
C: 2.127 1.978 0.620
C: 2.294 2.510 -0.816
C: 2.027 1.439 -1.878
C: 3.209 0.458 -2.001
C: 2.811 -0.983 -2.361
C: 3.476 -2.051 -1.493
C: 3.236 -1.893 0.017
C: 2.685 -3.124 0.763
C: 1.610 -3.934 0.045
C: 0.485 -3.073 -0.534
P: -1.130 -3.393 0.290
C: -2.245 -2.324 -0.720
C: -3.575 -1.997 -0.044
C: -4.573 -1.376 -1.035
C: -5.353 -0.172 -0.496
N: -4.557 0.894 0.123
H: 3.091 1.797 1.085
H: 1.562 2.663 1.243
H: 1.578 1.039 0.610
H: 1.612 3.345 -0.963
H: 3.312 2.868 -0.954
H: 1.113 0.907 -1.622
H: 1.880 1.926 -2.840
H: 3.829 0.833 -2.814
H: 3.826 0.501 -1.106
H: 3.120 -1.178 -3.387
H: 1.728 -1.088 -2.346
H: 4.545 -1.973 -1.686
H: 3.178 -3.035 -1.847
H: 4.193 -1.664 0.480
H: 2.599 -1.040 0.231
H: 2.241 -2.761 1.693
H: 3.504 -3.769 1.072
H: 1.222 -4.668 0.750
H: 2.068 -4.500 -0.763
H: 0.657 -2.008 -0.423
H: 0.378 -3.277 -1.598
H: -1.414 -4.717 -0.115
H: -1.686 -1.397 -0.855
H: -2.405 -2.748 -1.709
H: -3.378 -1.303 0.767
H: -4.010 -2.909 0.354
H: -5.300 -2.133 -1.322
H: -4.050 -1.049 -1.933
H: -5.898 0.274 -1.328
H: -6.108 -0.495 0.216
H: -4.378 0.674 1.096
H: -3.659 0.991 -0.338
C: 0.597 6.949 -2.991
C: 1.632 8.087 -2.991
C: 1.921 8.804 -4.314
F: 2.438 7.963 -5.232
F: 2.824 9.782 -4.078
F: 2.784 7.669 -2.428
F: 1.104 9.058 -2.189
O: 1.058 5.609 -3.020
C: 1.292 4.922 -4.182
C: 2.750 4.459 -4.286
F: 3.597 5.506 -4.255
F: 2.922 3.807 -5.461
F: 0.903 5.605 -5.276
F: 0.553 3.789 -4.128
H: 0.120 7.028 -2.016
H: -0.181 7.120 -3.736
H: 1.008 9.256 -4.711
H: 2.988 3.783 -3.461
C: -1.891 -4.315 4.152
C: -3.196 -3.502 4.157
C: -3.149 -2.094 4.754
F: -2.816 -2.118 6.060
F: -4.379 -1.538 4.639
F: -4.188 -4.219 4.729
F: -3.541 -3.309 2.853
O: -1.737 -5.296 5.166
C: -1.191 -5.015 6.388
C: -2.173 -5.291 7.534
F: -3.285 -4.541 7.406
F: -1.571 -4.969 8.703
F: -0.686 -3.768 6.458
F: -0.164 -5.880 6.575
H: -1.928 -4.903 3.238
H: -1.012 -3.677 4.063
H: -2.432 -1.476 4.207
H: -2.447 -6.348 7.542

=====

Entry 4:
Molecular formula: C7H15NO4
Method: DFT, wB97M-V/def2-TZVPD

Computed properties:
SMILES: O=C1OCCO1.CNCCOC
ΔE to the lowest compared entry with this formula, charge and spin (kcal/mol): 8.3

Positions of all 27 atoms, in Å:
C: 1.233 2.935 1.703
N: 0.218 2.067 1.136
C: -0.081 0.876 1.898
C: 1.103 0.065 2.423
O: 2.128 -0.161 1.487
C: 1.688 -0.837 0.330
H: 0.940 3.194 2.724
H: 2.235 2.494 1.730
H: 1.279 3.865 1.137
H: 0.408 1.854 0.166
H: -0.724 0.234 1.291
H: -0.673 1.161 2.777
H: 1.570 0.581 3.262
H: 0.723 -0.895 2.800
H: 0.983 -1.639 0.582
H: 2.557 -1.287 -0.148
H: 1.223 -0.153 -0.383
C: -2.444 -1.827 -2.997
C: -1.357 -2.250 -2.022
O: -0.473 -1.125 -2.059
C: -1.172 -0.033 -2.455
O: -0.762 1.080 -2.406
O: -2.395 -0.399 -2.900
H: -3.438 -2.172 -2.730
H: -2.217 -2.116 -4.024
H: -1.733 -2.367 -1.004
H: -0.817 -3.145 -2.319

=====

Number 1: HOMO energy -8.127 eV, Kohn-Sham gap 0.246 Ha. Number 2: HOMO energy -3.263 eV, Kohn-Sham gap 0.261 Ha. Number 3: HOMO energy -8.805 eV, Kohn-Sham gap 0.334 Ha. Number 4: HOMO energy -8.212 eV, Kohn-Sham gap 0.323 Ha.